Computed, not measured: a structure of composition C21H32N7ORhS, with ωB97M-V/def2-TZVPD.

Energy in eV: -48611.98225
2S+1: 2
Charge: +1
HOMO energy (spin up / spin down) in eV: -9.903 / -10.320
Energy above the lowest of the compared OMol25 structures with the same formula, charge and spin in kcal/mol: 0.0

Atoms and positions in Å:
Rh: 0.3113 0.2614 -0.6315
O: 2.3086 0.5105 -0.6272
N: 2.9298 0.7255 -1.8009
C: 4.2847 0.7721 -1.7643
C: 4.9950 0.9850 -2.9064
C: 4.2962 1.1556 -4.1126
C: 2.9274 1.0979 -4.1236
C: 2.2068 0.8641 -2.9387
S: 0.4843 0.8033 -2.8456
H: 4.7076 0.6192 -0.7837
H: 6.0727 1.0099 -2.8624
H: 4.8373 1.3309 -5.0315
H: 2.3593 1.2251 -5.0335
C: -1.4968 -2.2126 -3.6646
N: -1.2638 -2.2835 -2.2188
C: 0.0900 -2.6953 -1.8017
C: -1.9545 -1.4705 -1.3856
N: -1.3166 -0.8785 -0.3645
C: -1.9011 -0.8013 0.9284
C: -2.9846 -1.5564 1.3694
C: -3.4820 -1.3725 2.6507
C: -2.9038 -0.4392 3.5024
C: -1.7799 0.2679 3.1040
C: -1.2323 0.0481 1.8438
N: -0.0731 0.6798 1.3350
C: 0.8445 1.2111 2.1455
N: 1.1726 0.6454 3.3291
C: 1.1241 -0.7947 3.5212
C: 1.6165 1.4033 4.4843
N: 1.4439 2.3759 1.8047
C: 0.8209 3.2513 0.8251
C: 2.8863 2.5564 1.9187
N: -3.2688 -1.2692 -1.6214
C: -4.1557 -2.2997 -2.1290
C: -3.9213 -0.0232 -1.2518
H: -0.7637 -2.8461 -4.1549
H: -1.3638 -1.1901 -4.0233
H: -2.4820 -2.5695 -3.9484
H: 0.4837 -3.3855 -2.5400
H: 0.0411 -3.1787 -0.8288
H: 0.6933 -1.7776 -1.7348
H: -3.4488 -2.2792 0.7133
H: -4.3326 -1.9551 2.9763
H: -3.3218 -0.2638 4.4838
H: -1.3221 0.9802 3.7768
H: 0.9161 -1.2893 2.5767
H: 0.3497 -1.0692 4.2407
H: 2.0937 -1.1312 3.8945
H: 1.4735 2.4667 4.3115
H: 2.6683 1.2138 4.7122
H: 1.0239 1.0987 5.3498
H: -0.2606 3.1890 0.9082
H: 1.1135 2.9985 -0.1989
H: 1.1374 4.2714 1.0432
H: 3.3092 1.8813 2.6528
H: 3.1037 3.5819 2.2168
H: 3.3489 2.3543 0.9502
H: -3.6401 -3.2552 -2.1614
H: -4.5325 -2.0532 -3.1241
H: -5.0098 -2.3844 -1.4529
H: -3.1740 0.7226 -0.9948
H: -4.5906 -0.1630 -0.4004
H: -4.4994 0.3299 -2.1072



Computed, not measured: a structure of composition C21H33Cl2MoN4O3, with ωB97M-V/def2-TZVPD.

Energy in eV: -61286.10515
Charge: +3
HOMO energy (spin up / spin down) in eV: -16.489 / -16.488
Energy above the lowest of the compared OMol25 structures with the same formula, charge and spin in kcal/mol: 0.0

Atoms and positions in Å:
O: -1.7582 -2.1477 -3.1075
C: -1.0600 -2.5505 -4.0643
C: -1.7507 -3.1009 -5.2290
C: -3.1505 -2.9500 -5.3213
H: -3.6594 -2.2401 -4.6682
C: -3.8658 -3.7450 -6.2088
H: -4.9531 -3.6834 -6.2226
C: -3.1956 -4.6298 -7.0679
H: -3.7625 -5.2986 -7.7202
C: -1.7948 -4.6744 -7.0629
H: -1.2741 -5.3253 -7.7650
C: -1.0684 -3.9124 -6.1530
H: 0.0197 -3.9373 -6.1266
H: 0.0428 -2.5153 -4.0435
C: 0.2154 -3.4804 -0.2999
C: 0.5030 -2.0173 -0.1647
H: 0.3793 -4.0242 0.6398
H: 0.8430 -3.9518 -1.0695
H: -0.8235 -3.6455 -0.6077
C: 1.2522 -1.3474 0.7284
C: 2.1517 -1.9944 1.7355
H: 1.1772 -0.2586 0.7862
H: 2.2717 -3.0635 1.5247
H: 1.7455 -1.8775 2.7468
H: 3.1422 -1.5283 1.7456
Mo: -0.5918 -0.8523 -1.4730
Cl: -2.5366 -1.3120 -0.2879
Cl: 1.2456 -0.6016 -2.9610
C: -0.8790 0.4692 3.0401
O: -0.6036 1.1561 2.0502
N: -0.5329 0.7900 4.3139
C: 0.1113 2.0621 4.6084
C: -1.1314 0.0950 5.4440
H: -1.4275 -0.4962 2.9683
H: 0.5740 2.4623 3.7020
H: 0.8694 1.8909 5.3818
H: -0.6165 2.7825 5.0131
H: -1.4913 -0.8822 5.0987
H: -1.9730 0.6687 5.8679
H: -0.3778 -0.0349 6.2320
H: 4.6555 3.8146 -0.1813
H: 4.5024 3.8761 -2.7836
C: 4.4152 2.7461 -0.2974
C: 4.1483 2.8351 -2.7456
N: 3.5622 2.5422 -1.4492
H: 3.9193 2.3730 0.6029
C: 2.2569 2.1962 -1.3178
O: 1.6437 2.1333 -0.2500
H: 3.3961 2.6737 -3.5254
H: 1.8012 1.9519 -2.2975
H: 5.3576 2.2057 -0.4690
H: 5.0093 2.1758 -2.9273
C: -2.7388 4.0313 -0.0537
N: -1.9774 3.0711 -0.8268
C: -1.4386 3.2881 -2.0920
C: -0.8862 2.1083 -2.5002
N: -1.0523 1.1795 -1.4645
C: -1.7268 1.7914 -0.4836
H: -2.2445 5.0077 -0.1072
H: -3.7599 4.1324 -0.4489
H: -2.7866 3.6938 0.9853
H: -1.4705 4.2434 -2.5832
H: -0.3967 1.8211 -3.4161
H: -2.0665 1.3124 0.4162



Computed, not measured: the ion C21H33ClFN2O6 with charge +1, with ωB97M-V/def2-TZVPD.

Energy in eV: -52789.21907
Structure (SMILES): CCOCCOC(=O)c1c(CCC(C)C)c(Cl)[n+](ON=O)c(COCC)c1[C@@H](F)CC
Charge: +1
HOMO energy in eV: -12.571

Atoms and positions in Å:
C: -0.2718 2.2528 -4.9785
C: 0.9533 1.9325 -3.9305
O: 1.1167 2.9717 -2.8829
C: 2.2429 2.4980 -2.0463
C: 2.1361 2.9650 -0.4618
O: 1.1606 2.1987 0.3290
C: 1.4983 0.7667 0.4000
O: 2.6968 0.2193 0.1829
C: 0.2912 -0.2995 0.8514
C: 0.4898 -1.3018 2.1755
C: 1.8635 -1.3531 3.0825
C: 2.3851 0.1053 3.6198
C: 3.9908 0.1998 3.2975
C: 4.5874 1.7366 3.2493
C: 4.7477 -0.7307 4.4588
C: -0.7986 -2.2923 2.5704
Cl: -0.6841 -3.4171 4.0858
N: -2.0976 -2.3228 1.7389
O: -3.0459 -3.1846 2.2048
N: -3.8889 -2.5648 3.0515
O: -4.7443 -3.4346 3.2960
C: -2.3009 -1.4471 0.4862
C: -3.6877 -1.5194 -0.3852
O: -4.2377 -2.8707 -0.5745
C: -3.3374 -3.7409 -1.3469
C: -3.2746 -3.3484 -2.9708
C: -1.1308 -0.3676 -0.0265
C: -1.3605 0.6186 -1.3577
F: -1.5404 -0.1620 -2.6219
C: -2.6071 1.6447 -1.0269
C: -3.5822 1.9503 -2.3326
H: 0.1757 2.7928 -5.9185
H: -1.1408 2.9006 -4.5327
H: -0.7418 1.2180 -5.3375
H: 1.9437 1.7833 -4.5645
H: 0.7079 0.8662 -3.4550
H: 3.2280 3.0217 -2.4669
H: 2.4226 1.3361 -2.1801
H: 1.7253 4.0855 -0.4942
H: 3.2066 3.0592 0.0581
H: 2.7191 -1.7956 2.3773
H: 1.8136 -2.0674 4.0080
H: 1.7480 1.0104 3.2003
H: 2.2654 0.1199 4.8000
H: 4.2985 -0.2970 2.2570
H: 5.5720 1.6802 2.5777
H: 4.9759 2.1116 4.3140
H: 3.8826 2.5133 2.7226
H: 4.4580 -0.2968 5.5318
H: 5.9101 -0.7722 4.2974
H: 4.3684 -1.8571 4.3570
H: -3.6468 -1.0021 -1.4340
H: -4.5049 -0.9162 0.2420
H: -3.8327 -4.8269 -1.3278
H: -2.2660 -3.8815 -0.8763
H: -2.5410 -2.4649 -3.1988
H: -2.8106 -4.3135 -3.4946
H: -4.3820 -3.1631 -3.3210
H: -0.4141 1.3176 -1.5568
H: -2.1302 2.6998 -0.7372
H: -3.2222 1.2764 -0.0799
H: -3.9533 0.9141 -2.7335
H: -4.4696 2.6859 -2.0411
H: -2.9355 2.5590 -3.1302



Computed, not measured: a structure of composition C21H33ClI2N12O2P, with ωB97M-V/def2-TZVPD.

Energy in eV: -82286.62578
Charge: +1
HOMO energy in eV: -9.931

Atoms and positions in Å:
N: -0.2543 -2.1567 1.0928
C: -0.5476 -0.9424 0.7986
C: -0.0959 -0.3924 -0.6064
C: 0.1390 1.1864 -0.6059
Cl: -1.4943 1.8963 -0.1281
N: 0.4694 1.5457 -1.9954
C: 1.2932 2.7228 -2.0989
N: 1.0523 3.7051 -2.9002
I: -0.6439 3.5942 -4.0652
N: 2.4724 2.7620 -1.2178
C: 1.8676 2.6337 0.1430
P: 0.9187 4.2305 0.5548
O: 2.1452 5.3538 0.8780
I: -0.3467 3.9937 2.6313
O: 1.1528 1.4152 0.3506
H: 0.2519 -2.5368 0.2775
H: -1.0837 -0.2992 1.5343
H: 0.9349 -0.8293 -0.7879
H: -0.7319 -0.7246 -1.4657
H: 0.9105 0.7769 -2.5096
H: 1.6943 4.5170 -2.9346
H: 2.9026 1.8355 -1.3787
H: 2.7514 2.6046 0.8511
H: 2.4522 5.2459 1.8016
C: 2.8438 -2.8499 3.1180
C: 2.8864 -3.1910 1.6739
N: 2.9030 -3.4533 0.5531
H: 3.1175 -1.8047 3.2598
H: 1.8355 -3.0123 3.5099
H: 3.5447 -3.4786 3.6668
C: -2.5009 -4.1955 3.5388
C: -1.2721 -3.8283 4.2806
N: -0.3187 -3.5423 4.8602
H: -3.3365 -3.5875 3.8852
H: -2.3532 -4.0249 2.4724
H: -2.7348 -5.2473 3.7017
C: 0.9777 8.2063 -4.4698
C: 1.3934 6.7980 -4.7124
N: 1.7154 5.6547 -4.9167
H: 0.9474 8.7684 -5.4080
H: -0.0131 8.2218 -4.0157
H: 1.6851 8.6853 -3.7929
C: -4.4788 4.8872 4.4644
C: -3.2792 4.4204 5.2033
N: -2.3548 4.0583 5.7888
H: -5.2437 5.2118 5.1691
H: -4.2125 5.7225 3.8172
H: -4.8767 4.0763 3.8548
C: 2.2456 4.5155 -9.0217
C: 2.0832 4.8352 -7.5810
N: 1.9570 5.0841 -6.4576
H: 2.8124 3.5914 -9.1334
H: 1.2669 4.3929 -9.4855
H: 2.7790 5.3244 -9.5208
C: 2.4324 -6.9939 1.2386
C: 1.0591 -7.5122 1.4554
N: -0.0060 -7.9127 1.6228
H: 2.9632 -7.6331 0.5336
H: 2.3867 -5.9816 0.8370
H: 2.9755 -6.9781 2.1834
C: -3.4816 -0.1191 4.5772
C: -4.5140 -1.1834 4.5077
N: -5.3112 -2.0099 4.4534
H: -2.8325 -0.2888 5.4359
H: -2.8801 -0.1277 3.6684
H: -3.9602 0.8546 4.6793
C: -1.2845 -9.2749 -1.4837
C: -0.9657 -9.6911 -2.8723
N: -0.7181 -10.0124 -3.9480
H: -2.3022 -8.8885 -1.4372
H: -1.1966 -10.1276 -0.8115
H: -0.5935 -8.4966 -1.1622



Computed, not measured: a cluster of 4 separate species, C21H33FINO5 in total, with ωB97M-V/def2-TZVPD.

Energy in eV: -44855.33000
Structure (SMILES): NC1=C(CCCF)C(=O)C(I)=CC1=O.C1CCOC1.C1CCOC1.C1CCOC1
Charge: 0
HOMO energy in eV: -9.222

Atoms and positions in Å:
N: 0.6631 -3.3206 -0.0088
C: 0.4860 -1.9100 0.2349
C: -0.6106 -1.5146 0.8735
C: -1.7160 -2.4379 1.3244
C: -2.9086 -2.2712 0.3286
C: -3.7009 -0.9586 0.5028
F: -3.8435 -0.5679 1.8218
C: -0.7020 -0.0258 1.1436
O: -1.2876 0.4194 2.0762
C: -0.0036 0.9485 0.2039
I: -0.8064 2.8849 -0.0208
C: 1.0669 0.5187 -0.4318
C: 1.5310 -0.9021 -0.2311
O: 2.6455 -1.2603 -0.4537
H: 0.7610 -3.4859 -1.0076
H: 1.5364 -3.5652 0.4592
H: -2.0273 -2.2788 2.3652
H: -1.4224 -3.4921 1.2524
H: -3.6257 -3.1009 0.4133
H: -2.4860 -2.2431 -0.6896
H: -3.2295 -0.1589 -0.0976
H: -4.7146 -1.0702 0.0797
H: 1.5690 1.2188 -1.1021
C: -2.3017 -0.7888 -4.5617
C: -1.0497 -1.6206 -4.3313
C: -0.4532 -0.9523 -3.1032
O: -1.5501 -0.4336 -2.3430
C: -2.7411 -0.4869 -3.1390
H: -3.0682 -1.2992 -5.1436
H: -2.0418 0.1386 -5.0783
H: -1.3266 -2.6527 -4.0993
H: -0.3677 -1.6344 -5.1806
H: 0.1930 -0.1129 -3.3813
H: 0.1234 -1.6446 -2.4859
H: -3.3783 -1.2864 -2.7426
H: -3.2782 0.4588 -3.0549
C: 6.9177 -0.6999 -0.0271
C: 6.0917 -1.8895 -0.4907
C: 6.6943 -2.1739 -1.8563
O: 8.0715 -1.7853 -1.7877
C: 8.2906 -1.0361 -0.5878
H: 6.9223 -0.5616 1.0537
H: 6.5392 0.2169 -0.4870
H: 6.2585 -2.7399 0.1766
H: 5.0221 -1.6933 -0.5305
H: 6.2120 -1.5742 -2.6359
H: 6.6260 -3.2264 -2.1363
H: 8.8589 -1.6660 0.1056
H: 8.8830 -0.1484 -0.8149
C: -3.7593 4.0619 4.7265
C: -4.5869 5.0341 3.9003
C: -3.5260 5.6797 3.0230
O: -2.5079 4.6955 2.8172
C: -2.7218 3.5988 3.7168
H: -4.3369 3.2400 5.1482
H: -3.2721 4.5940 5.5482
H: -5.2996 4.4822 3.2817
H: -5.1429 5.7571 4.4967
H: -3.0685 6.5417 3.5211
H: -3.9192 6.0050 2.0581
H: -3.0870 2.7481 3.1327
H: -1.7761 3.3184 4.1816



Computed, not measured: a structure of composition C21H33FN5PtS, with ωB97M-V/def2-TZVPD.

Energy in eV: -46557.92833
2S+1: 3
Charge: +1
HOMO energy (spin up / spin down) in eV: -9.881 / -10.520
Energy above the lowest of the compared OMol25 structures with the same formula, charge and spin in kcal/mol: 2.4

Atoms and positions in Å:
Pt: 1.8073 0.3157 0.0134
N: 3.9196 0.4965 -0.4329
C: 4.8006 0.4682 0.7579
C: 4.2633 1.4137 1.8128
N: 2.9049 0.9916 2.1703
H: 4.1793 -0.2342 -1.0875
H: 4.0146 1.3844 -0.9186
H: 5.8273 0.7241 0.4955
H: 4.7967 -0.5552 1.1371
H: 4.2075 2.4258 1.4070
H: 4.9445 1.4391 2.6647
H: 2.3902 1.7109 2.6633
H: 2.9173 0.1710 2.7658
C: -3.1104 1.5076 -2.3486
C: -1.8100 0.7041 -2.2563
C: -1.4214 0.1461 -3.6295
C: -1.9228 -0.3972 -1.2102
C: -2.8488 -1.4164 -1.4150
C: -2.9753 -2.4611 -0.5139
C: -2.1751 -2.4932 0.6176
C: -1.2315 -1.4985 0.8735
C: -0.4543 -1.5112 2.1819
C: -0.1286 -2.9180 2.6793
C: -1.2044 -0.7127 3.2534
C: -1.1122 -0.4620 -0.0641
N: -0.1337 0.5722 0.1103
C: -0.6760 1.8421 0.4103
C: -1.9463 1.9817 0.9814
C: -2.4617 3.2247 1.3068
C: -1.7241 4.3753 1.0602
C: -0.4642 4.2675 0.4902
C: 0.0300 3.0201 0.1809
F: 1.2611 2.9566 -0.3848
H: -3.0025 2.3202 -3.0686
H: -3.3911 1.9421 -1.3882
H: -3.9352 0.8747 -2.6846
H: -1.0110 1.3800 -1.9608
H: -2.1193 -0.6253 -3.9652
H: -0.4133 -0.2769 -3.6185
H: -1.4333 0.9430 -4.3747
H: -3.4786 -1.3902 -2.2967
H: -3.7006 -3.2461 -0.6883
H: -2.2909 -3.3079 1.3195
H: 0.4907 -1.0028 1.9977
H: -1.0213 -3.4768 2.9687
H: 0.4994 -2.8540 3.5700
H: 0.4066 -3.4935 1.9234
H: -2.2132 -1.1093 3.3967
H: -1.2927 0.3412 2.9838
H: -0.6842 -0.7730 4.2115
H: -2.5312 1.0904 1.1687
H: -3.4462 3.2925 1.7502
H: -2.1254 5.3502 1.3011
H: 0.1408 5.1366 0.2670
N: 2.4921 -3.0658 -2.9131
C: 1.6500 -2.6566 -1.9581
N: 0.3571 -2.6893 -2.2205
S: 2.2605 -2.1664 -0.4256
H: 2.1667 -3.4961 -3.7631
H: 3.4686 -3.1330 -2.6867
H: -0.0097 -2.9984 -3.1058
H: -0.2964 -2.3888 -1.5117



Computed, not measured: the molecule C21H33FO2, with ωB97M-V/def2-TZVPD.

Energy in eV: -29123.85820
Structure (SMILES): CCCCCCCCCCCCC1=CC(=O)C=C(C[C@@H](C)F)C1=O
Charge: 0
HOMO energy in eV: -9.760
Energy above the lowest of the compared OMol25 structures with the same formula, charge and spin in kcal/mol: 0.0

Atoms and positions in Å:
C: -2.4114 -1.9846 -1.6491
C: -1.1409 -2.8129 -1.8631
C: -0.4908 -2.6175 -3.2408
C: -0.3732 -1.1676 -3.6770
C: 0.4650 -0.3149 -2.7264
C: 0.5024 1.1619 -3.1679
C: 0.3925 2.0769 -1.9544
C: -1.0407 2.1206 -1.3977
C: -1.1057 1.9045 0.1120
C: -2.5077 1.5318 0.6041
C: -2.5642 0.3198 1.5249
C: -1.7998 0.4912 2.8479
C: -0.5925 -0.3798 3.0670
C: -0.2843 -0.8524 4.2924
C: 0.9439 -1.6723 4.4816
O: 1.0018 -2.6122 5.2569
C: 2.0715 -1.2813 3.5968
C: 1.7950 -0.8092 2.3659
C: 2.8188 -0.3557 1.3695
C: 3.3188 1.0805 1.6858
C: 3.3004 1.9899 0.4830
F: 2.4879 1.6688 2.6512
C: 0.3497 -0.7601 1.9661
O: 0.0041 -1.0706 0.8388
H: -2.9630 -1.8866 -2.5823
H: -3.0625 -2.4959 -0.9491
H: -2.1749 -0.9878 -1.2901
H: -0.4112 -2.5490 -1.1000
H: -1.3826 -3.8665 -1.7568
H: 0.4800 -3.1084 -3.2387
H: -1.0913 -3.1540 -3.9783
H: -1.3590 -0.7165 -3.7445
H: 0.1041 -1.1360 -4.6546
H: 1.4851 -0.6949 -2.7415
H: 0.1068 -0.4011 -1.7021
H: -0.2931 1.3594 -3.8800
H: 1.4623 1.3479 -3.6446
H: 1.0611 1.6627 -1.1994
H: 0.7686 3.0741 -2.1731
H: -1.6074 1.3356 -1.8985
H: -1.5033 3.0680 -1.6620
H: -0.7490 2.8114 0.5982
H: -0.3776 1.1336 0.3438
H: -2.9350 2.3784 1.1404
H: -3.1603 1.3437 -0.2447
H: -2.2715 -0.5826 1.0018
H: -3.6157 0.1814 1.7761
H: -2.4689 0.3731 3.6912
H: -1.4470 1.5242 2.8973
H: -0.9063 -0.6747 5.1559
H: 3.0914 -1.3750 3.9407
H: 3.6534 -1.0445 1.3480
H: 2.3361 -0.3119 0.3979
H: 4.3012 1.0396 2.1474
H: 4.0151 2.8001 0.5677
H: 2.3156 2.4458 0.4118
H: 3.4584 1.4518 -0.4453



The lowest energy belongs to which entry? C21H33ClI2N12O2P